(1)
ORCA calculation (the ωB97M-V functional and the def2-TZVPD basis) on C18H37AsNO6PPdS5 as an isolated structure.

- LUMO level (spin up / spin down): -6.618 / -9.065 eV
- 2S+1: 5
- Charge: +2
- Max |F|: 0.69 eV Å⁻¹
- HOMO level (spin up / spin down): -12.91 / -14.46 eV
- <S²>: 6.047

Last column: Löwdin charge in e.
Element x y z (Å)
Pd  0.314  0.433  -1.399  0.56
S  -0.114  -5.369  -5.844  0.91
C  0.016  -4.022  -4.849  -1.36
S  -0.599  -2.499  -5.292  1.01
C  -0.121  -1.643  -3.846  -1.10
C  0.547  -2.424  -2.887  -1.09
S  1.174  -1.897  -1.428  0.72
S  0.756  -4.100  -3.316  1.01
S  -0.464  -0.016  -3.739  0.74
C  4.198  -0.208  -0.429  -0.20
As  3.704  1.427  -1.296  1.00
C  5.019  1.817  -2.627  -0.19
C  3.721  2.833  0.006  -0.18
O  2.216  1.320  -2.056  -0.61
H  5.061  -0.039  0.215  0.05
H  4.445  -0.952  -1.184  0.05
H  3.355  -0.551  0.166  -0.01
H  6.010  1.884  -2.181  0.05
H  4.761  2.763  -3.098  0.05
H  4.999  1.025  -3.373  0.05
H  4.572  2.713  0.674  0.05
H  2.791  2.777  0.568  0.02
H  3.798  3.790  -0.507  0.05
O  -0.369  2.731  -1.815  -0.09
H  -0.338  2.924  -2.761  0.06
H  0.332  3.277  -1.437  0.07
O  1.037  0.896  0.713  -0.11
C  0.898  0.286  1.798  -0.48
C  1.322  0.928  3.093  -0.08
C  2.489  0.202  3.815  -0.15
C  2.736  -1.240  3.373  -0.19
C  1.580  -2.201  3.639  -0.16
C  0.235  -1.680  3.122  -0.14
N  0.358  -0.927  1.874  0.10
H  0.444  0.957  3.743  0.12
H  1.584  1.959  2.869  0.12
H  2.300  0.228  4.889  0.12
H  3.404  0.773  3.652  0.11
H  3.630  -1.614  3.874  0.12
H  2.970  -1.252  2.304  0.09
H  1.478  -2.377  4.712  0.12
H  1.808  -3.166  3.183  0.12
H  -0.234  -1.035  3.866  0.11
H  -0.460  -2.497  2.939  0.13
H  0.046  -1.352  1.011  0.08
C  -5.118  1.963  -1.183  -0.05
C  -3.689  1.886  -1.659  -0.25
O  -3.217  0.516  -1.520  -0.26
P  -1.969  0.025  -0.676  0.67
O  -2.354  0.163  0.869  -0.26
C  -2.427  1.401  1.616  -0.25
C  -3.052  1.098  2.954  -0.05
O  -2.060  -1.554  -0.857  -0.31
C  -3.301  -2.297  -0.678  -0.23
C  -3.907  -2.636  -2.019  -0.06
H  -5.459  2.999  -1.209  0.09
H  -5.204  1.598  -0.159  0.08
H  -5.774  1.372  -1.820  0.09
H  -3.039  2.561  -1.102  0.10
H  -3.597  2.131  -2.715  0.12
H  -3.019  2.132  1.067  0.11
H  -1.414  1.796  1.724  0.11
H  -4.062  0.709  2.830  0.09
H  -3.105  2.007  3.553  0.09
H  -2.463  0.357  3.497  0.07
H  -3.981  -1.719  -0.053  0.12
H  -3.019  -3.197  -0.134  0.12
H  -4.275  -1.746  -2.525  0.08
H  -4.738  -3.328  -1.881  0.09
H  -3.166  -3.121  -2.657  0.07

=====

(2)
ORCA calculation (the ωB97M-V functional and the def2-TZVPD basis) on C18H37BF4LaN3O6P as an isolated structure.

- Relative energy (zero: lowest compared OMol25 entry of this formula, charge and spin): 15.81 kcal per mole
- LUMO level: -7.541 eV
- Charge: +3
- Max |F|: 3.20 eV Å⁻¹
- HOMO level: -17.12 eV

Last column: Löwdin charge in e.
Element x y z (Å)
La  0.225  0.561  0.849  2.27
C  0.877  -2.464  2.287  -0.12
C  2.034  -2.553  1.290  -0.13
O  1.768  -1.579  0.266  -0.28
C  2.838  -1.409  -0.678  -0.13
C  3.395  0.012  -0.584  -0.13
O  2.266  0.887  -0.704  -0.30
C  2.558  2.203  -1.195  -0.13
C  1.278  2.695  -1.877  -0.13
O  0.132  2.511  -1.035  -0.26
C  -0.396  3.724  -0.478  -0.14
C  0.345  4.126  0.794  -0.12
O  0.294  2.982  1.657  -0.29
C  0.854  3.200  2.960  -0.12
C  2.241  2.554  3.030  -0.11
O  2.186  1.204  2.530  -0.26
C  2.574  0.172  3.451  -0.12
C  1.356  -0.664  3.858  -0.11
O  0.643  -1.116  2.697  -0.30
H  1.060  -3.117  3.144  0.15
H  -0.046  -2.784  1.794  0.13
H  2.068  -3.555  0.850  0.15
H  2.993  -2.348  1.775  0.14
H  2.412  -1.557  -1.677  0.14
H  3.635  -2.135  -0.515  0.15
H  4.105  0.177  -1.400  0.15
H  3.904  0.190  0.372  0.14
H  3.369  2.178  -1.929  0.15
H  2.863  2.850  -0.362  0.13
H  1.100  2.085  -2.771  0.14
H  1.389  3.742  -2.173  0.15
H  -1.437  3.505  -0.228  0.13
H  -0.368  4.532  -1.214  0.15
H  -0.165  4.979  1.257  0.16
H  1.386  4.402  0.584  0.14
H  0.174  2.740  3.684  0.14
H  0.924  4.267  3.185  0.15
H  2.602  2.580  4.059  0.15
H  2.946  3.108  2.399  0.14
H  3.048  0.591  4.341  0.15
H  3.313  -0.451  2.935  0.13
H  0.646  -0.047  4.421  0.15
H  1.670  -1.505  4.482  0.15
C  -2.791  -1.672  -4.007  -0.09
N  -3.580  -1.004  -2.876  -0.06
C  -4.210  -2.118  -2.032  -0.08
N  -3.210  -3.013  -1.596  -0.15
C  -2.506  -3.621  -2.709  -0.13
N  -1.847  -2.581  -3.481  -0.15
C  -0.731  -1.972  -2.799  -0.29
P  -1.272  -1.058  -1.244  1.02
C  -2.703  -0.130  -2.063  -0.23
C  -2.337  -2.473  -0.590  -0.28
H  -2.297  -0.894  -4.597  0.16
H  -3.504  -2.205  -4.640  0.16
H  -4.330  -0.437  -3.284  0.20
H  -4.939  -2.641  -2.658  0.16
H  -4.726  -1.659  -1.184  0.16
H  -3.215  -4.154  -3.347  0.15
H  -1.769  -4.335  -2.338  0.15
H  -0.221  -1.294  -3.492  0.11
H  -0.031  -2.764  -2.515  0.10
H  -2.291  0.658  -2.704  0.11
H  -3.302  0.359  -1.286  0.11
H  -2.950  -2.127  0.246  0.10
H  -1.684  -3.270  -0.223  0.11
F  -1.793  -0.735  1.600  0.01
B  -2.223  0.590  1.947  -1.25
F  -3.467  0.728  2.304  0.32
F  -1.193  1.048  2.782  0.09
F  -1.935  1.291  0.657  -0.09

=====

(3)
ORCA calculation (the ωB97M-V functional and the def2-TZVPD basis) on C18H37Br3O31S8 as an isolated structure.

- LUMO level (spin up / spin down): 1.304 / 1.304 eV
- 2S+1: 2
- Charge: -1
- Max |F|: 5.43 eV Å⁻¹
- HOMO level (spin up / spin down): -1.61 / -6.00 eV
- <S²>: 0.754

Last column: Löwdin charge in e.
Element x y z (Å)
O  -0.700  1.086  -1.095  -0.30
S  -0.142  0.794  0.243  0.72
O  -0.545  1.612  1.415  -0.31
O  -0.323  -0.803  0.529  -0.27
C  -1.018  -1.192  1.618  -0.33
C  -1.486  -2.645  1.500  -0.04
C  1.708  0.889  0.052  -0.08
H  -1.946  -0.628  1.709  0.10
H  -0.401  -0.934  2.479  0.13
H  -1.904  -2.808  0.507  0.07
H  -2.217  -2.840  2.285  0.08
H  -0.584  -3.226  1.692  0.08
H  1.937  1.488  -0.830  0.06
H  2.207  -0.052  -0.178  0.05
H  2.106  1.421  0.916  0.02
C  4.796  4.196  -1.083  -1.51
Br  4.279  3.339  0.614  0.40
Br  3.408  5.561  -1.678  0.30
Br  4.921  2.694  -2.366  0.32
H  5.818  4.565  -0.996  -0.06
C  -4.760  -1.402  0.127  -0.12
C  -3.871  -0.411  -0.620  -0.19
O  -3.121  -1.167  -1.606  -0.23
S  -4.189  -2.309  -2.227  0.74
O  -3.479  -3.435  -2.822  -0.22
O  -5.185  -1.533  -2.989  -0.25
O  -4.752  -2.602  -0.731  -0.23
H  -5.792  -1.054  0.122  0.13
H  -4.426  -1.603  1.145  0.12
H  -3.344  0.394  -0.107  0.12
H  -4.588  0.183  -1.187  0.11
C  0.414  -3.368  -2.621  -0.14
C  0.319  -1.906  -2.190  -0.15
O  0.906  -1.222  -3.295  -0.23
S  0.990  -2.089  -4.677  0.75
O  2.323  -1.966  -5.408  -0.29
O  -0.265  -1.992  -5.475  -0.26
O  1.138  -3.428  -3.848  -0.20
H  -0.610  -3.652  -2.862  0.12
H  0.800  -4.010  -1.829  0.12
H  0.837  -1.637  -1.270  0.09
H  -0.663  -1.437  -2.260  0.11
C  -1.574  3.300  -2.709  -0.21
C  -2.602  3.647  -1.625  -0.14
O  -3.530  4.572  -2.247  -0.20
S  -2.686  5.545  -3.273  0.72
O  -2.182  6.717  -2.580  -0.27
O  -3.360  5.898  -4.498  -0.25
O  -1.385  4.463  -3.482  -0.18
H  -1.641  2.387  -3.301  0.13
H  -0.548  3.156  -2.370  0.10
H  -2.226  4.023  -0.674  0.11
H  -3.075  2.716  -1.312  0.11
C  0.134  7.051  0.586  -0.16
C  -1.150  6.389  1.131  -0.21
O  -0.885  5.041  1.209  -0.22
S  0.750  4.613  0.849  0.72
O  0.797  4.017  -0.493  -0.29
O  1.281  3.851  2.000  -0.30
O  1.225  6.163  0.805  -0.23
H  0.298  8.122  0.704  0.14
H  0.056  7.188  -0.492  0.12
H  -2.011  6.645  0.513  0.13
H  -1.289  6.627  2.185  0.12
C  -2.023  -7.363  2.607  -0.18
C  -3.181  -7.011  1.715  -0.23
O  -2.828  -7.239  0.368  -0.18
S  -1.267  -6.697  0.185  0.73
O  -1.280  -5.376  -0.339  -0.22
O  -0.480  -7.691  -0.529  -0.24
O  -0.951  -6.817  1.853  -0.20
H  -1.972  -8.443  2.742  0.13
H  -2.129  -6.818  3.545  0.14
H  -3.474  -5.965  1.798  0.13
H  -4.034  -7.612  2.030  0.14
C  4.228  -1.389  -1.996  -0.26
C  4.632  -2.698  -2.493  -0.10
O  4.381  -3.670  -1.385  -0.22
S  3.885  -3.032  0.001  0.76
O  4.760  -3.330  1.112  -0.22
O  2.392  -3.219  0.058  -0.29
O  4.267  -1.521  -0.646  -0.20
H  3.366  -0.961  -2.508  0.13
H  5.015  -0.654  -2.164  0.13
H  5.601  -2.857  -2.965  0.14
H  3.884  -2.997  -3.227  0.11
C  1.317  1.901  4.563  -0.13
C  2.488  2.878  4.804  -0.15
O  3.259  2.427  5.944  -0.21
S  2.738  0.974  6.582  0.73
O  2.342  1.013  7.978  -0.26
O  3.693  -0.103  6.163  -0.29
O  1.416  0.885  5.636  -0.23
H  1.432  1.473  3.567  0.10
H  0.308  2.310  4.510  0.13
H  2.098  3.889  4.922  0.13
H  3.126  2.711  3.937  0.11

=====

(4)
ORCA calculation (the ωB97M-V functional and the def2-TZVPD basis) on a 4-piece molecular cluster, C18H37BrClN6O8 overall.

- LUMO level: -2.565 eV
- Charge: +1
- Max |F|: 1.16 eV Å⁻¹
- HOMO level: -12.51 eV

Last column: Löwdin charge in e.
Element x y z (Å)
C  -4.536  0.729  2.130  -0.10
C  -4.417  1.907  1.156  -0.22
C  -3.406  1.761  0.010  -0.13
C  -1.942  1.488  0.407  -0.30
N  -1.230  0.758  -0.683  0.01
C  -1.515  -0.695  -0.962  -0.60
Cl  -2.585  -1.389  0.266  0.80
C  -0.231  -1.507  -1.005  -0.25
C  0.600  -1.396  0.290  -0.10
C  -0.967  1.504  -1.743  -0.34
N  -0.612  0.959  -2.956  0.18
N  -1.083  2.832  -1.709  0.16
C  -0.965  3.665  -0.498  -0.30
C  -1.873  4.897  -0.608  -0.09
C  -1.273  6.079  0.130  -0.25
O  -1.767  6.567  1.105  0.09
C  -1.138  2.759  0.731  -0.58
Br  0.690  2.150  1.232  0.90
C  -1.677  3.474  1.973  -0.25
O  -1.919  2.515  2.962  -0.18
C  -1.437  2.860  4.266  -0.25
C  -1.617  1.660  5.164  -0.06
H  -4.814  1.100  3.117  0.08
H  -5.317  0.033  1.825  0.08
H  -3.602  0.183  2.262  0.03
H  -4.240  2.819  1.723  0.09
H  -5.384  2.048  0.666  0.12
H  -3.477  2.651  -0.620  0.11
H  -3.738  0.929  -0.617  0.11
H  -1.900  0.904  1.320  0.10
H  -2.067  -0.754  -1.896  0.11
H  -0.502  -2.548  -1.170  0.10
H  0.387  -1.170  -1.835  0.09
H  0.051  -0.881  1.081  0.04
H  1.511  -0.824  0.126  0.05
H  0.870  -2.375  0.677  0.06
H  -1.226  1.054  -3.747  0.13
H  0.188  0.360  -3.036  0.11
H  -0.639  3.247  -2.518  0.17
H  0.069  4.019  -0.485  0.12
H  -2.880  4.734  -0.227  0.12
H  -1.946  5.166  -1.667  0.13
H  -0.320  6.472  -0.280  0.14
H  -2.594  4.022  1.738  0.12
H  -0.946  4.218  2.301  0.12
H  -2.013  3.712  4.642  0.13
H  -0.381  3.138  4.192  0.12
H  -1.029  0.815  4.804  0.08
H  -1.277  1.904  6.171  0.08
H  -2.666  1.368  5.218  0.08
C  -0.685  -5.513  -3.388  0.05
N  0.241  -4.370  -3.627  -0.46
O  1.232  -4.287  -2.934  0.06
O  -0.067  -3.585  -4.503  0.05
H  -0.280  -6.111  -2.581  0.10
H  -1.655  -5.095  -3.137  0.10
H  -0.748  -6.075  -4.315  0.10
C  5.136  -3.127  0.581  0.04
N  3.806  -2.753  1.137  -0.44
O  2.983  -3.629  1.298  0.07
O  3.625  -1.579  1.399  0.05
H  5.137  -4.194  0.397  0.09
H  5.277  -2.567  -0.337  0.08
H  5.876  -2.835  1.321  0.11
C  8.433  -5.067  -2.622  0.05
N  7.094  -4.676  -2.102  -0.44
O  6.267  -5.545  -1.936  0.08
O  6.917  -3.495  -1.870  0.04
H  8.436  -6.138  -2.775  0.10
H  8.588  -4.522  -3.548  0.10
H  9.166  -4.760  -1.881  0.10

=====

(5)
ORCA calculation (the ωB97M-V functional and the def2-TZVPD basis) on a 3-piece molecular cluster, C18H37ClN2P overall.

- Relative energy (zero: lowest compared OMol25 entry of this formula, charge and spin): 0.00 kcal per mole
- LUMO level: -5.202 eV
- Charge: +1
- Max |F|: 1.05 eV Å⁻¹
- HOMO level: -12.38 eV

Last column: Löwdin charge in e.
Element x y z (Å)
C  0.879  -0.565  4.675  -0.31
P  -0.140  0.921  4.932  0.93
C  0.145  1.843  3.367  -0.27
C  -1.855  0.291  4.621  -0.39
C  -2.138  -0.995  4.109  -0.01
C  -3.455  -1.351  3.938  -0.63
Cl  -3.967  -2.839  3.314  0.82
C  -4.418  -0.398  4.273  -0.03
N  -4.047  0.768  4.754  0.08
N  -2.795  1.156  4.954  0.11
H  0.824  -0.971  3.668  0.04
H  1.901  -0.237  4.822  0.05
H  0.680  -1.328  5.416  0.04
H  0.006  1.168  2.529  0.03
H  -0.620  2.608  3.322  0.04
H  1.131  2.281  3.361  0.04
H  -1.348  -1.674  3.844  0.11
H  -5.469  -0.592  4.147  0.15
H  -4.754  1.449  5.002  0.19
C  3.087  0.575  0.108  -0.10
C  2.538  1.997  0.179  -0.26
C  1.243  2.197  -0.603  -0.23
C  1.358  1.947  -2.105  -0.23
C  2.405  2.800  -2.819  -0.26
C  2.127  4.299  -2.737  -0.11
H  3.352  0.294  -0.911  0.07
H  3.987  0.475  0.717  0.07
H  2.352  -0.146  0.476  0.06
H  3.297  2.702  -0.170  0.10
H  2.350  2.249  1.227  0.08
H  0.876  3.212  -0.427  0.10
H  0.477  1.528  -0.197  0.09
H  0.381  2.130  -2.562  0.11
H  1.579  0.892  -2.283  0.09
H  2.433  2.502  -3.869  0.11
H  3.400  2.590  -2.418  0.10
H  1.149  4.537  -3.158  0.08
H  2.875  4.862  -3.295  0.07
H  2.149  4.660  -1.707  0.06
C  0.266  -2.286  -4.857  -0.10
C  -0.511  -3.240  -3.954  -0.27
C  -1.690  -2.581  -3.240  -0.23
C  -1.314  -1.436  -2.297  -0.23
C  -0.325  -1.813  -1.194  -0.27
C  -0.861  -2.879  -0.250  -0.11
H  0.722  -1.473  -4.292  0.06
H  1.067  -2.811  -5.376  0.07
H  -0.389  -1.846  -5.612  0.08
H  0.170  -3.688  -3.224  0.10
H  -0.893  -4.066  -4.557  0.11
H  -2.242  -3.346  -2.686  0.10
H  -2.387  -2.195  -3.989  0.11
H  -2.230  -1.048  -1.837  0.11
H  -0.898  -0.609  -2.874  0.09
H  -0.088  -0.915  -0.618  0.08
H  0.619  -2.149  -1.629  0.10
H  -1.793  -2.548  0.218  0.06
H  -0.141  -3.091  0.544  0.07
H  -1.058  -3.817  -0.768  0.07

=====

(6)
ORCA calculation (the ωB97M-V functional and the def2-TZVPD basis) on C18H37MoN2O2Sb as an isolated structure.

- Relative energy (zero: lowest compared OMol25 entry of this formula, charge and spin): 0.00 kcal per mole
- LUMO level (spin up / spin down): -15.120 / -15.118 eV
- Charge: +4
- Max |F|: 0.53 eV Å⁻¹
- HOMO level (spin up / spin down): -21.49 / -21.48 eV

Last column: Löwdin charge in e.
Element x y z (Å)
Mo  0.889  -0.769  0.108  1.47
C  -1.025  0.597  2.222  0.06
O  0.174  0.670  1.339  -0.40
C  0.445  2.062  0.891  -0.07
C  1.853  2.046  0.384  -0.09
O  1.954  0.884  -0.515  -0.40
C  3.145  0.957  -1.383  0.04
H  -1.891  0.926  1.651  0.12
H  -0.837  1.248  3.072  0.13
H  -1.120  -0.434  2.544  0.09
H  0.331  2.725  1.748  0.17
H  -0.292  2.301  0.124  0.16
H  2.575  1.898  1.189  0.14
H  2.097  2.949  -0.175  0.17
H  3.051  1.850  -1.996  0.13
H  3.141  0.071  -2.010  0.08
H  4.033  0.995  -0.757  0.10
N  -1.305  -2.473  -5.288  0.29
C  -0.822  -2.143  -4.126  -0.21
C  0.592  -2.209  -3.848  0.07
C  1.061  -1.853  -2.640  -0.09
N  0.233  -1.422  -1.605  -0.19
C  -1.136  -1.353  -1.871  -0.07
C  -1.673  -1.688  -3.056  0.07
H  -0.714  -2.792  -6.048  0.17
H  -2.299  -2.426  -5.491  0.17
H  1.284  -2.545  -4.610  0.15
H  2.119  -1.919  -2.417  0.11
H  -1.770  -1.017  -1.057  0.13
H  -2.744  -1.615  -3.197  0.15
C  2.526  -4.816  -0.262  -0.11
C  3.601  -4.030  0.463  -0.49
C  4.818  -3.684  -0.376  -0.11
Sb  2.843  -2.214  1.448  1.62
C  1.117  -2.717  2.663  -0.54
C  -0.097  -2.929  1.758  -0.13
C  1.392  -3.964  3.511  -0.08
C  4.409  -1.226  2.623  -0.50
C  5.216  -0.248  1.786  -0.12
C  3.812  -0.627  3.884  -0.11
H  2.993  -5.713  -0.677  0.12
H  2.101  -4.260  -1.102  0.07
H  1.723  -5.153  0.393  0.07
H  3.906  -4.552  1.378  0.11
H  4.552  -3.123  -1.274  0.08
H  5.279  -4.619  -0.705  0.12
H  5.581  -3.134  0.176  0.08
H  0.957  -1.859  3.321  0.09
H  -0.053  -3.856  1.186  0.10
H  -0.316  -2.146  0.957  0.00
H  -1.034  -2.905  2.319  0.12
H  1.579  -4.844  2.892  0.09
H  0.523  -4.177  4.137  0.12
H  2.242  -3.821  4.179  0.09
H  5.012  -2.107  2.863  0.11
H  4.640  0.654  1.566  0.06
H  5.593  -0.676  0.857  0.08
H  6.084  0.067  2.370  0.12
H  3.188  0.243  3.666  0.08
H  4.634  -0.280  4.516  0.12
H  3.240  -1.342  4.476  0.08